Density functional theory data (ωB97M-V with the def2-TZVPD basis set) for a molecular structure, C38H76BrFIN19O40PS2 in a non-equilibrium geometry.

Structure (XYZ):
```
179
Properties=species:S:1:pos:R:3:lowdin_charge:R:1
C 2.605 -3.440 4.639 0.1344
C 2.861 -2.271 4.484 -0.1755
C 3.200 -0.851 4.281 -0.2393
C 2.775 -0.268 2.948 -0.1013
C 3.749 -0.203 1.992 -0.2634
P 5.490 -0.807 2.271 0.4278
S 5.565 -2.709 1.925 0.2244
N 3.505 0.318 0.737 0.0457
C 4.551 0.351 -0.308 -0.0926
C 5.465 1.632 -0.250 -0.3572
C 5.078 2.563 -1.424 -0.0561
C 5.379 2.422 1.063 -0.0649
C 2.338 0.810 0.439 -0.1940
F 2.246 1.326 -0.764 0.1305
C 1.233 0.819 1.308 -0.0049
C -0.011 1.387 0.915 -0.1194
C -0.202 1.996 -0.465 -0.1761
S -0.378 0.651 -1.654 0.6933
O -1.699 0.102 -1.525 -0.3213
O -0.059 1.155 -2.956 -0.3197
C -1.071 1.390 1.789 -0.1880
C -2.409 2.023 1.491 -0.1558
C -3.490 0.973 1.094 -0.1912
O -4.753 1.520 1.539 -0.0456
C -5.608 0.550 1.946 -0.3105
O -5.740 -0.482 1.344 0.0680
C -0.880 0.754 3.054 -0.5597
I -2.577 0.694 4.334 1.1424
C 0.329 0.192 3.462 -0.5652
Br 0.305 -0.596 5.187 0.8668
C 1.451 0.237 2.591 -0.0596
H 2.796 -4.471 4.857 0.0379
H 4.280 -0.826 4.431 0.0673
H 2.826 -0.235 5.101 0.0794
H 6.366 -0.140 1.400 -0.0130
H 5.908 -0.422 3.564 0.0103
H 4.100 0.350 -1.299 0.1084
H 5.123 -0.582 -0.307 0.1027
H 6.483 1.287 -0.462 0.1362
H 5.850 3.310 -1.618 0.0958
H 4.090 3.013 -1.272 0.0807
H 4.982 1.979 -2.352 0.0380
H 5.845 1.908 1.910 0.0526
H 4.366 2.763 1.295 0.0891
H 5.981 3.328 0.924 0.0957
H 0.672 2.629 -0.655 0.0763
H -1.075 2.632 -0.581 0.1105
H 0.554 -0.278 -1.274 0.0897
H -2.790 2.595 2.339 0.0862
H -2.392 2.729 0.661 0.1104
H -3.285 -0.017 1.499 0.0854
H -3.506 0.948 0.002 0.1179
H -6.173 0.800 2.856 0.1481
C -7.886 1.317 5.777 0.0415
N -6.534 1.880 6.025 -0.4339
O -5.576 1.140 5.888 -0.0104
O -6.471 3.046 6.345 0.0760
H -7.781 0.275 5.500 0.0926
H -8.456 1.419 6.690 0.0873
H -8.329 1.896 4.968 0.0548
C 3.221 -5.880 8.272 0.0474
N 2.423 -6.143 7.047 -0.4515
O 2.934 -6.805 6.167 0.0599
O 1.303 -5.672 7.013 0.0453
H 4.189 -6.356 8.164 0.0974
H 3.326 -4.803 8.369 0.1061
H 2.663 -6.297 9.114 0.0578
C 2.994 -0.148 -4.809 0.0711
N 4.153 0.596 -4.248 -0.4319
O 4.143 1.808 -4.329 0.0517
O 5.044 -0.060 -3.739 0.0533
H 2.289 0.567 -5.219 0.0909
H 3.375 -0.809 -5.583 0.0859
H 2.542 -0.713 -3.998 0.1009
C -3.779 -2.912 0.268 0.0456
N -3.933 -4.355 0.581 -0.4482
O -3.598 -4.699 1.697 0.0586
O -4.362 -5.076 -0.290 0.0776
H -3.381 -2.413 1.144 0.0836
H -3.092 -2.834 -0.571 0.1030
H -4.755 -2.514 0.008 0.0806
C 1.133 5.807 -2.021 0.0491
N 0.771 5.395 -0.641 -0.4212
O 1.413 4.482 -0.137 0.0064
O -0.136 5.979 -0.098 0.0904
H 1.959 5.190 -2.356 0.0937
H 0.259 5.659 -2.659 0.0660
H 1.420 6.851 -1.986 0.0765
C -2.648 5.060 -5.505 0.0646
N -1.558 5.854 -4.877 -0.4166
O -1.556 7.054 -5.042 0.0710
O -0.728 5.240 -4.236 0.0429
H -3.302 5.738 -6.040 0.0981
H -2.182 4.349 -6.182 0.1065
H -3.180 4.550 -4.708 0.1031
C 6.770 1.884 -6.546 0.0608
N 6.013 1.070 -7.535 -0.4323
O 5.542 1.646 -8.495 0.0545
O 5.915 -0.120 -7.315 0.0611
H 6.766 2.916 -6.875 0.1008
H 6.270 1.781 -5.586 0.0728
H 7.783 1.494 -6.501 0.1073
C 7.818 -3.293 -1.405 0.0369
N 8.883 -2.431 -0.826 -0.4525
O 8.740 -1.225 -0.918 0.0362
O 9.817 -2.989 -0.300 0.0815
H 7.056 -2.651 -1.834 0.0849
H 8.268 -3.921 -2.168 0.1026
H 7.410 -3.892 -0.595 0.0816
C -0.997 -6.893 2.332 0.0516
N 0.337 -6.259 2.496 -0.4465
O 1.324 -6.939 2.322 0.0687
O 0.336 -5.079 2.795 0.0368
H -0.872 -7.936 2.064 0.0564
H -1.520 -6.796 3.279 0.1080
H -1.508 -6.342 1.548 0.0871
C -8.013 -2.222 0.307 0.0282
N -9.388 -2.383 -0.239 -0.4539
O -9.525 -2.348 -1.443 0.0706
O -10.281 -2.538 0.568 0.0612
H -7.325 -2.092 -0.521 0.0875
H -8.016 -1.348 0.947 0.0804
H -7.778 -3.120 0.871 0.1046
C -10.633 -2.112 7.100 0.0536
N -9.279 -1.549 7.354 -0.4397
O -8.326 -2.284 7.217 0.0790
O -9.222 -0.380 7.684 0.0374
H -10.527 -3.152 6.817 0.0959
H -11.205 -2.013 8.018 0.1026
H -11.081 -1.533 6.297 0.1031
C -0.423 9.201 -7.481 0.0498
N 0.542 8.247 -8.090 -0.4499
O 1.691 8.617 -8.228 0.0513
O 0.112 7.158 -8.403 0.0658
H 0.098 10.124 -7.252 0.0966
H -1.218 9.373 -8.201 0.1043
H -0.810 8.738 -6.578 0.0726
C -0.986 -6.363 10.348 0.0545
N 0.346 -5.736 10.557 -0.4277
O 1.331 -6.439 10.419 0.0261
O 0.364 -4.563 10.848 0.0854
H -0.840 -7.407 10.094 0.0966
H -1.542 -6.261 11.276 0.1024
H -1.473 -5.828 9.538 0.1034
C 3.633 -2.034 -9.949 0.0565
N 3.212 -2.357 -8.560 -0.4347
O 3.383 -3.484 -8.162 0.0924
O 2.721 -1.450 -7.912 0.0236
H 4.049 -2.928 -10.399 0.0978
H 2.750 -1.700 -10.488 0.1044
H 4.377 -1.244 -9.887 0.0946
C 0.432 -11.601 1.722 0.0504
N -0.980 -11.133 1.757 -0.4421
O -1.832 -11.932 2.071 0.0858
O -1.178 -9.969 1.465 0.0396
H 0.456 -12.647 2.003 0.0945
H 0.797 -11.460 0.709 0.1013
H 0.994 -10.994 2.427 0.1021
C 3.456 8.267 -5.173 0.0615
N 3.112 7.845 -3.787 -0.4315
O 3.772 6.960 -3.284 0.0658
O 2.186 8.421 -3.250 0.0546
H 4.293 7.671 -5.517 0.0986
H 2.580 8.103 -5.794 0.0834
H 3.715 9.321 -5.137 0.1072
C -9.125 5.141 3.413 0.0553
N -9.504 3.795 3.919 -0.4426
O -10.186 3.735 4.914 0.0926
O -9.095 2.832 3.291 0.0281
H -9.557 5.888 4.069 0.0982
H -8.041 5.197 3.417 0.1025
H -9.518 5.232 2.404 0.1026
C 2.518 1.893 -8.314 0.0391
N 1.356 2.240 -7.452 -0.4516
O 1.508 3.119 -6.626 0.0546
O 0.331 1.617 -7.632 0.0635
H 3.352 2.526 -8.042 0.0771
H 2.755 0.845 -8.144 0.0652
H 2.223 2.064 -9.346 0.1091
```

## Properties
- Multiplicity: 1
- Total charge: +1
- Total energy: -262610.075 eV
- Orbital gap: 7.23 eV

***

Density functional theory data (ωB97M-V with the def2-TZVPD basis set) for a molecular structure, C37H20N9SeW in a non-equilibrium geometry.

Structure (XYZ):
```
68
Properties=species:S:1:pos:R:3:lowdin_charge:R:1
W -0.004 0.263 -0.494 1.1921
C 6.417 -0.488 -0.317 0.0019
C 6.415 0.543 -1.249 0.0046
C 5.249 1.255 -1.547 0.0526
C 4.105 0.888 -0.872 -0.0908
C 2.754 1.434 -0.890 -0.1910
N 2.369 2.547 -1.448 0.2597
C 1.125 2.956 -1.489 -0.1885
C 0.713 4.336 -1.650 -0.0942
C 1.443 5.505 -1.714 0.0549
C 0.716 6.698 -1.777 0.0074
C -0.675 6.703 -1.775 0.0073
C -1.409 5.514 -1.711 0.0549
C -0.687 4.341 -1.650 -0.0941
C -1.106 2.963 -1.487 -0.1875
N -2.352 2.560 -1.439 0.2597
C -2.743 1.459 -0.862 -0.1935
N -1.949 0.695 -0.013 -0.0579
C -2.741 -0.218 0.633 -0.2040
N -2.359 -0.995 1.631 0.2505
C -1.119 -1.113 2.020 -0.1942
N 0.007 -0.719 1.296 -0.0328
C 1.133 -1.126 2.001 -0.2078
N 2.374 -1.029 1.593 0.2432
C 2.751 -0.255 0.591 -0.2087
N 1.957 0.659 -0.052 -0.0560
C 4.105 -0.156 0.067 -0.0960
C 5.254 -0.856 0.367 0.0476
C 0.715 -1.735 3.253 -0.0984
C 1.445 -2.223 4.316 0.0489
C 0.721 -2.690 5.418 0.0039
C -0.670 -2.685 5.428 0.0051
C -1.405 -2.209 4.338 0.0511
C -0.687 -1.727 3.264 -0.0959
C -4.097 -0.116 0.115 -0.0948
C -5.248 -0.806 0.430 0.0497
C -6.417 -0.426 -0.237 0.0020
C -6.416 0.602 -1.173 0.0041
C -5.245 1.296 -1.495 0.0519
C -4.097 0.920 -0.832 -0.0910
N 0.008 2.139 -1.379 -0.0224
H 7.340 -1.017 -0.118 0.1307
H 7.337 0.799 -1.754 0.1314
H 5.242 2.048 -2.283 0.1366
H 2.524 5.500 -1.716 0.1358
H 1.246 7.640 -1.826 0.1318
H -1.199 7.648 -1.822 0.1318
H -2.491 5.515 -1.708 0.1358
H 5.258 -1.655 1.096 0.1331
H 2.526 -2.231 4.306 0.1343
H 1.253 -3.051 6.287 0.1312
H -1.193 -3.044 6.304 0.1314
H -2.487 -2.204 4.343 0.1351
H -5.249 -1.604 1.160 0.1343
H -7.343 -0.941 -0.021 0.1306
H -7.344 0.873 -1.660 0.1312
H -5.239 2.083 -2.237 0.1363
Se -0.053 -1.394 -2.062 0.6259
C 0.035 -3.742 -1.841 -0.2639
C -0.777 -4.420 -2.666 -0.0398
C -0.830 -5.776 -2.249 -0.0677
N -0.172 -6.258 -1.215 0.1071
C 0.618 -5.468 -0.512 -0.0830
C 0.792 -4.092 -0.779 -0.0728
H -1.323 -4.080 -3.532 0.1329
H -1.455 -6.447 -2.830 0.1396
H 1.166 -5.896 0.322 0.1332
H 1.466 -3.486 -0.198 0.1035
```

## Properties
- Multiplicity: 1
- Total charge: +3
- Total energy: -119252.157 eV
- Orbital gap (spin up / spin down): 5.26 / 5.26 eV